# C2H9N2OP

The molecule C2H9N2OP at a distorted geometry (ωB97M-V with the def2-TZVPD basis set, the OMol25 dataset).

The value obtained for the energy above the lowest of the compared OMol25 structures with the same formula, charge and spin is 2.5752 eV. Its SMILES is CP(C)(=N)ON. For the total energy, the calculation gives -16534.7773 eV. The LUMO energy comes out at 0.7995 eV. Its molar mass is 108.081 g/mol. The spin multiplicity is 1. Its total charge is 0.

Element x y z (Å)
1 C 1.11719 -1.16738 0.97246
2 C -0.90640 1.14086 0.80316
3 N 0.81846 1.10845 -1.64404
4 N -1.43567 -1.72179 0.01108
5 O 0.14449 -0.21251 -1.48476
6 P -0.42926 -0.52917 0.06468
7 H 1.65031 -1.88094 0.31889
8 H 1.65989 -0.30572 1.37630
9 H 0.55990 -1.77073 1.78155
10 H 0.06340 1.63943 1.02203
11 H -1.46290 1.72379 0.03144
12 H -1.59963 0.98824 1.61345
13 H 0.20817 1.44422 -2.45275
14 H 1.77607 0.94890 -1.88853
15 H -2.16401 -1.40563 -0.52493

Forces on atoms 1 to 2 (eV/Å):
C -2.950 -0.179 0.401
C 0.761 -0.481 -1.852